Record 1
Computed, not measured: a cluster of 2 separate species, C7H17BN2O5P in total at a distorted geometry, with the ωB97M-V functional and the def2-TZVPD basis.

- Orbital gap: 6.7 eV
- Energy above the lowest of the compared OMol25 structures with the same formula, charge and spin: 1.1886 eV
- HOMO: -11.143 eV
- DFT total energy: -1128.5408 Eh
- Molar mass: 251.008 g mol⁻¹

```
! wB97M-V def2-TZVPD RIJCOSX def2/J DEFGRID3
* xyz 1 1
P -0.9689 -0.9232 0.3379
O -2.4069 0.4294 -3.5271
O -2.4588 -0.3445 -0.2884
O 3.9420 -1.2472 0.0924
O 1.8400 -2.2402 -0.5182
O -3.9479 -0.3062 -4.8394
N -3.4857 0.5143 -4.0874
N 1.1530 1.6071 2.2055
C 4.3742 -1.6168 1.4114
C -4.3053 1.7259 -3.8284
C -1.3712 -1.3600 2.1118
C 0.2647 0.4936 0.2090
C 1.8007 0.2363 0.4719
C 2.1374 0.8382 1.8709
C 0.0056 1.6788 1.2600
B 2.5142 -1.1355 0.0129
H 5.3806 -2.0899 1.2939
H 2.2849 0.9984 -0.2116
H -2.4549 -0.5613 -1.2444
H 3.7300 -2.3711 1.9177
H -4.4626 2.2245 -4.7817
H -5.2474 1.3973 -3.3964
H 1.0673 2.1782 3.0469
H -1.1176 -0.5724 2.8600
H 3.0415 0.7233 2.4937
H 2.2270 -3.0679 -0.2106
H -2.4763 -1.5215 2.1701
H -0.1467 2.6943 0.8255
H -3.7672 2.3693 -3.1394
H -0.8791 1.3501 1.8544
H 0.0890 0.9461 -0.7905
H -0.9149 -2.3430 2.3790
H 4.5592 -0.7045 2.0384
*
```

=====

Record 2
Computed, not measured: a structure of composition C7H17ClEuINO3P at a distorted geometry, with the ωB97M-V functional and the def2-TZVPD basis.

- <S²>: 12.0750
- Orbital gap (alpha / beta): 6.0 / 8.5 eV
- Energy above the lowest of the compared OMol25 structures with the same formula, charge and spin: 0.0000 eV
- HOMO (alpha / beta): -15.216 / -15.285 eV
- DFT total energy: -2366.4752 Eh
- Molar mass: 508.512 g mol⁻¹

```
! wB97M-V def2-TZVPD RIJCOSX def2/J DEFGRID3
* xyz 2 7
Eu 0.5477 0.4967 0.7468
I -0.2259 3.1259 -0.8467
Cl 2.7053 -0.4027 -0.3410
P -0.0275 -0.6732 -2.1125
O 0.8975 -0.5772 2.8911
O -3.1085 0.6382 -0.4308
O -0.9096 -1.2928 1.7480
N -1.7057 -2.9029 3.5559
C -1.5117 -0.6833 -3.1892
C 0.4362 -2.4447 -2.3041
C -0.0508 -1.4021 2.6879
C -1.9697 0.5759 -0.3028
C 1.1436 0.1074 -3.3071
C 0.4200 5.1410 -1.3558
C -0.2403 -2.6151 3.5664
H -1.8854 0.3424 -3.3249
H 0.8757 1.1632 -3.4427
H 0.4967 -2.6833 -3.3731
H -1.2342 -1.1165 -4.1605
H 2.1499 0.0552 -2.8729
H 1.0934 -0.4354 -4.2579
H 1.4027 -2.6116 -1.8134
H 1.5079 5.2012 -1.3024
H 0.2868 -3.4774 3.1507
H -0.3233 -3.0730 -1.8191
H -1.9385 -3.7092 4.1511
H 0.0566 5.3171 -2.3713
H -2.3061 -1.2834 -2.7209
H -2.0130 -3.0945 2.5983
H 0.0931 -2.4234 4.5795
H -2.2616 -2.1160 3.9186
H -0.0604 5.8167 -0.6443
*
```

=====

Record 3
Computed, not measured: a structure of composition C7H17IO3S2SiTi at a distorted geometry, with the ωB97M-V functional and the def2-TZVPD basis.

- <S²>: 0.7542
- Orbital gap (alpha / beta): 6.2 / 5.5 eV
- HOMO (alpha / beta): -10.875 / -10.456 eV
- DFT total energy: -2735.2920 Eh
- Molar mass: 416.201 g mol⁻¹

```
! wB97M-V def2-TZVPD RIJCOSX def2/J DEFGRID3
* xyz 1 2
I 2.4553 2.6887 -1.4697
Ti 3.1668 2.8772 -4.0099
S 0.0353 -2.9302 -0.5526
S -1.4539 0.4361 2.9202
Si 1.1509 0.5867 -0.9421
O -2.9533 0.0078 3.1955
O -0.7726 -0.7221 2.4708
O -0.9372 1.1167 4.0353
C -2.1327 0.8963 0.2964
C 2.1141 -0.8993 -1.5801
C -1.5991 1.5784 -0.9846
C 1.6681 -2.7746 0.2149
C -0.5566 0.7101 -1.7106
C -1.5812 1.5736 1.5593
C 2.6572 -1.8045 -0.4673
H 1.5373 -2.5139 1.2491
H -0.4306 1.0212 -2.7435
H -0.9047 -0.3110 -1.7474
H -0.5822 1.9500 1.4239
H 3.0431 -1.1596 0.3090
H -2.2279 2.3832 1.8622
H 1.5553 -1.4205 -2.3431
H 1.1649 0.5425 0.5300
H -0.7073 -2.6968 0.5317
H -1.8657 -0.1482 0.2707
H 2.9893 -0.4946 -2.0848
H -1.2229 2.5633 -0.7441
H -3.5495 0.3839 2.5201
H -2.4360 1.6907 -1.6579
H 3.4797 -2.3707 -0.8750
H -3.2088 0.9992 0.3198
H 2.1048 -3.7596 0.2036
*
```

=====

Record 4
Computed, not measured: a cluster of 2 separate species, C7H17N2O2 in total at a distorted geometry, with the ωB97M-V functional and the def2-TZVPD basis.

- Orbital gap: 9.1 eV
- Energy above the lowest of the compared OMol25 structures with the same formula, charge and spin: 3.2858 eV
- HOMO: -11.649 eV
- DFT total energy: -536.5125 Eh
- Molar mass: 161.225 g mol⁻¹

```
! wB97M-V def2-TZVPD RIJCOSX def2/J DEFGRID3
* xyz 1 1
O 0.8329 0.8892 1.3124
O 3.3143 0.0181 0.5635
N -0.5185 0.2659 -0.6071
N 4.8902 -1.4929 -0.3684
C -0.2700 2.6612 -0.1090
C 0.3808 1.4243 -0.2517
C 0.1411 -0.9494 -1.1645
C 4.1261 -0.7356 0.1844
C -2.7636 -0.7465 -0.6614
C -1.2369 -1.1508 1.3663
C -1.7175 -0.1171 0.2217
H -2.7349 -0.2542 -1.6133
H 0.9377 -1.3651 -0.5164
H -1.6461 -2.1153 1.1620
H -1.3139 2.5489 -0.3487
H 0.6526 -0.7858 -2.1602
H -3.7224 -0.5947 -0.1181
H -0.4082 3.1279 0.8664
H 0.2946 3.4528 -0.6686
H -2.6959 -1.8728 -0.8523
H -1.4664 -0.6684 2.2988
H 5.6826 -1.9826 -0.1923
H 1.5901 0.3954 0.9384
H -2.0801 0.7859 0.6524
H -0.7780 0.6552 -1.5090
H 1.2561 1.6510 1.7296
H -0.1746 -1.3133 1.2429
H -0.5723 -1.7309 -1.3978
*
```